14
Properties=species:S:1:pos:R:3 method="wB97M-V/def2-TZVPD" homo_energy_ev=-7.31 gap_ev=6.82 relative_energy_kcal_mol=101.07 energy_ha=-320.7222
C 0.505 -0.138 1.096
C -0.066 1.542 -0.963
C 1.840 -0.312 0.960
N -0.270 0.496 -0.291
H 0.132 0.324 2.002
H 0.649 2.266 -0.580
H -0.502 1.667 -1.952
H 2.290 -0.610 0.021
H 2.484 -0.132 1.808
N -0.740 -1.260 0.694
N -2.089 -0.857 -1.265
C -1.240 -0.600 -0.356
H -2.140 -0.125 -1.969
H -0.853 -2.260 0.795